(1)
37
Properties=species:S:1:pos:R:3:forces:R:3 method="wB97M-V/def2-TZVPD" spin_multiplicity=1 smiles=CCc1cc[nH]c1.O.O.O.O.O.O.O gap_ev=8.47 total_charge=0 homo_ev=-8.3
C 3.1089 -0.1281 -1.4368 -0.20 0.87 -0.09
C 2.7793 -0.8431 -0.0965 1.84 0.75 0.71
C 1.3224 -1.0655 0.2028 0.12 0.50 -0.19
C 0.7053 -2.3202 0.1502 -0.73 0.18 0.16
C -0.6060 -2.1734 0.5718 -2.76 -1.70 -1.84
N -0.8535 -0.8322 0.7709 0.85 1.96 0.25
C 0.3606 -0.1261 0.5779 -0.05 -3.49 -0.52
H 4.1803 0.0745 -1.6213 -0.49 -0.10 0.42
H 2.7391 -0.6041 -2.3243 0.02 -1.51 -0.25
H 2.5388 0.7791 -1.6567 0.22 0.64 1.01
H 3.4239 -1.7624 -0.1254 -1.17 0.28 0.15
H 3.2367 -0.3127 0.8270 -0.60 -0.32 -1.66
H 1.1907 -3.1941 -0.2469 -0.17 -0.30 0.19
H -1.4884 -2.9973 0.3595 2.36 2.54 1.09
H -1.6921 -0.2352 1.0611 1.61 -2.34 -0.13
H 0.5110 0.9008 0.5817 -0.35 1.67 0.53
O 1.3153 -3.5700 2.6779 -0.40 0.49 2.10
H 1.0273 -2.7170 2.3578 -0.25 0.38 0.03
H 1.6424 -3.9507 1.9008 0.79 -1.10 -1.68
O -3.1695 -1.6060 -2.2364 0.59 2.28 1.35
H -3.2160 -1.3828 -3.1640 -0.01 -0.04 -0.41
H -2.9144 -0.7077 -1.7877 -0.48 -2.55 -1.10
O -3.1275 0.4445 -0.4553 1.30 1.60 0.89
H -2.7484 0.9550 0.3257 -1.36 -0.90 -1.34
H -3.9529 0.0389 -0.2282 -0.74 -0.14 0.64
O -2.2782 0.9597 2.4984 1.58 1.57 1.59
H -1.6833 1.7864 2.3713 -1.16 -1.59 0.08
H -2.0616 0.6952 3.4457 -0.53 0.28 -1.89
O -0.5010 3.0063 1.6286 -0.34 0.76 -1.09
H -0.4159 3.5527 0.8212 -0.73 -0.29 0.10
H 0.4160 3.0272 1.8512 1.13 -0.40 0.91
O -1.0169 1.3635 -1.9767 0.57 1.15 -1.10
H -0.6831 0.7918 -1.3021 0.06 -0.88 0.69
H -1.9707 1.3278 -1.9700 -0.26 -0.14 0.29
O 1.0656 3.8847 -1.1602 1.45 -2.60 -2.20
H 0.8230 3.0130 -1.6477 -0.30 1.96 1.30
H 1.9928 3.9277 -1.5453 -1.41 0.53 1.01

(2)
37
Properties=species:S:1:pos:R:3:forces:R:3 method="wB97M-V/def2-TZVPD" spin_multiplicity=2 gap_ev="10.47 / 6.20" total_charge=+1 homo_ev="-14.0 / -14.0"
C 2.5137 -3.0441 -1.5271 -0.82 -0.66 0.21
C 1.7785 -1.8065 -1.1339 6.17 1.85 -1.14
C 0.4527 -1.6116 -0.8241 -0.23 1.29 -1.48
N 0.2702 -0.2462 -0.8164 1.68 -1.54 0.45
C 1.4472 0.4431 -0.9541 -0.28 0.25 -0.41
C 2.4981 -0.4928 -1.2438 -4.16 -1.76 1.18
C 1.5262 1.9208 -0.8347 -0.39 -1.40 -0.41
H 3.1798 -3.4860 -0.8141 0.36 0.31 1.17
H 1.7921 -3.8494 -1.6409 0.02 -0.13 -0.77
H 3.1925 -2.8908 -2.3649 -0.60 0.07 -0.39
H -0.3491 -2.3148 -1.0299 -0.08 0.12 0.70
H -0.5971 0.1344 -0.7103 -2.63 2.01 0.58
H 3.4667 -0.0863 -1.4923 0.30 -0.90 -0.02
H 2.4800 2.1587 -0.4574 1.05 0.60 0.62
H 1.4486 2.3344 -1.8017 0.37 0.34 -1.82
H 0.7074 2.4446 -0.4005 -0.70 -0.16 1.14
H -1.1071 -0.2645 -3.7302 -2.78 1.13 -0.24
H -0.0024 -0.8225 -2.9791 -0.02 0.36 -2.40
O -0.2600 -0.5645 -3.9253 2.78 -1.43 2.36
H 0.1348 0.5785 3.2723 -0.10 1.35 1.39
H 0.6213 0.2207 4.5319 1.67 -1.31 1.89
O -0.0113 0.8327 4.2472 -1.15 -0.01 -2.42
H 1.1067 0.2354 1.1574 0.11 -0.16 0.73
H 0.6817 1.5099 1.6655 -2.91 5.31 -1.55
O 1.0865 0.7840 1.9533 2.97 -5.17 0.71
H -2.1162 -0.5383 0.5517 -0.95 -0.50 1.41
H -3.2758 -1.2102 1.5400 1.26 0.73 -0.84
O -3.0427 -0.8152 0.6689 -0.61 -0.43 -1.08
H -1.4167 0.1375 3.5151 -0.65 0.26 -0.60
H -2.7539 0.6461 3.2459 -3.71 2.18 2.19
O -2.1025 0.2371 2.7935 3.77 -2.44 -0.90
H -2.3215 0.4506 -1.5833 -0.68 -1.50 -0.40
H -3.4180 1.3606 -0.8092 3.26 -0.61 -2.06
O -2.5005 1.3404 -1.3545 -2.89 1.73 1.96
H -1.8050 1.4776 1.3805 -0.62 -3.37 2.02
H -2.0130 2.6478 0.8789 -3.30 4.20 -1.59
O -1.2917 2.1489 1.0254 4.50 -0.62 -0.22